1.
109
Properties=species:S:1:pos:R:3 method="wB97M-V/def2-TZVPD" homo_ev=-9.72 charge=+1 relative_energy_kcal_mol=48.1 homo_lumo_gap_ev=4.68 e_lumo_ev=-5.040 max_force_ev_per_a=5.532
C 3.51588 0.21150 4.86574
C 2.25034 0.56145 5.34809
C 1.14175 -0.23302 5.04574
C 1.34270 -1.34195 4.23154
O 0.23242 -1.95125 3.61415
P -0.86245 -1.14210 2.71974
O -1.80026 -2.39172 2.27797
C -1.96298 -3.62140 2.94235
C -3.04694 -3.78094 3.80397
C -3.22506 -5.02360 4.41845
C -2.33165 -6.06762 4.16306
C -1.24817 -5.87894 3.29934
C -1.04932 -4.64095 2.68570
O -1.74757 -0.38417 3.85392
C -3.08904 0.00619 3.77471
C -3.61029 0.57855 4.93482
C -4.95426 0.95186 4.94774
C -5.74281 0.75589 3.81057
C -5.19718 0.18827 2.65755
C -3.84901 -0.19230 2.62961
Pd -0.01614 0.17182 1.11773
P 1.75632 -0.77251 0.06629
O 3.17217 -0.31051 0.74200
C 4.50633 -0.36762 0.30917
C 5.19230 0.83815 0.20070
C 6.46025 0.82943 -0.37584
C 7.03870 -0.37671 -0.77352
C 6.36855 -1.58396 -0.56762
C 5.10480 -1.59164 0.02645
O 1.83911 -2.40363 -0.03661
C 1.90448 -3.16742 -1.21913
C 3.01657 -3.98561 -1.40561
C 3.21581 -4.56476 -2.66223
C 2.27161 -4.38819 -3.67431
C 1.11570 -3.64113 -3.43176
C 0.91718 -3.02892 -2.19209
O 1.96512 -0.39032 -1.50347
C 2.80684 0.55212 -2.10233
C 3.83141 0.07975 -2.91924
C 4.73173 1.00894 -3.44010
C 4.54970 2.36988 -3.19239
C 3.46744 2.82001 -2.43463
C 2.56796 1.90240 -1.88874
C -1.71835 0.87026 -1.30801
C -1.83072 1.68177 -0.12424
C -0.61785 2.10711 0.57646
C -0.75299 2.83240 1.83062
C -1.99430 3.29096 2.22581
C -3.14247 2.92809 1.50490
C -3.07334 2.11799 0.37670
C -2.76809 0.16657 -1.84856
C -2.91828 -0.14675 -3.25470
C 2.60587 -1.78086 3.83904
C 3.69637 -0.95851 4.12317
H 4.37450 0.85364 5.07866
H 2.11343 1.45687 5.95867
H 0.14510 0.02677 5.39569
H -3.73097 -2.94916 3.97225
H -4.06892 -5.16239 5.09474
H -2.47759 -7.03590 4.64703
H -0.54622 -6.68804 3.09625
H -0.21882 -4.45689 2.00500
H -2.95489 0.70778 5.79533
H -5.37407 1.39360 5.85277
H -6.79428 1.05098 3.82116
H -5.80890 0.03497 1.76587
H -3.40439 -0.60437 1.72310
H 4.70395 1.75725 0.52311
H 6.98726 1.77387 -0.52008
H 8.02615 -0.37628 -1.24223
H 6.82019 -2.53327 -0.85659
H 4.58045 -2.51441 0.26898
H 3.72380 -4.13933 -0.59082
H 4.11724 -5.15319 -2.83769
H 2.43435 -4.83453 -4.65759
H 0.36396 -3.51640 -4.21136
H 0.01875 -2.44707 -1.98237
H 3.92089 -0.99273 -3.09966
H 5.57758 0.65819 -4.03360
H 5.25950 3.09317 -3.59967
H 3.30621 3.88400 -2.25757
H 1.70115 2.20260 -1.29836
H -0.73886 0.85599 -1.80575
H 0.24290 2.37065 -0.06099
H 0.14808 3.03927 2.41637
H -2.09553 3.95198 3.09206
H -4.11272 3.29843 1.82471
H -3.98404 1.81086 -0.15132
H -3.57960 -0.15366 -1.19126
H -1.99072 -0.18515 -3.82785
H -3.55781 -1.01261 -3.45748
H 2.71142 -2.70237 3.26848
H 4.68563 -1.24617 3.76110
C -3.30649 6.17849 -6.05828
C -3.05888 5.26685 -4.86269
C -3.07562 3.79914 -5.27896
C -3.04347 2.80720 -4.10918
N -3.48420 1.50398 -4.55290
H -3.32883 7.22397 -5.74782
H -2.51826 6.05760 -6.80686
H -4.26545 5.94527 -6.53092
H -2.09277 5.50748 -4.39800
H -3.82920 5.43232 -4.09755
H -3.97973 3.58535 -5.86304
H -2.20910 3.60049 -5.92593
H -2.01726 2.76688 -3.69009
H -3.71928 3.14058 -3.30122
H -2.85648 1.13225 -5.26426
H -3.77506 0.82284 -3.80001

2.
46
Properties=species:S:1:pos:R:3 method="wB97M-V/def2-TZVPD" homo_ev=-4.56 charge=-1 relative_energy_kcal_mol=14.2 homo_lumo_gap_ev=6.48 e_lumo_ev=1.928 max_force_ev_per_a=2.118
Al -1.09788 0.01590 1.63107
C -1.48485 -0.12660 5.90394
C -0.17430 -0.05871 6.28213
C 0.86559 -0.07686 5.32283
C 0.52265 -0.11885 3.98725
N -0.75375 -0.04609 3.62575
C -1.73021 -0.05886 4.51542
C 1.43972 -0.12422 2.83469
C 2.81528 -0.06329 2.97916
C 3.62565 0.05785 1.86076
C 3.07211 0.04100 0.56939
C 1.71182 -0.09414 0.42600
C 0.87077 -0.16344 1.53570
H -2.33602 -0.04026 6.64516
H 0.12958 0.06764 7.33287
H 1.94407 0.03777 5.59299
H -2.79489 0.00893 4.19775
H 3.29046 -0.01480 3.95358
H 4.70393 0.15443 1.99616
H 3.73502 0.05492 -0.26817
H 1.35278 -0.05262 -0.64992
Se -5.11673 0.29310 -1.63288
Sb -4.24071 0.25096 0.56382
Se -2.50520 -1.71266 0.89529
Se -2.25289 1.91756 0.85025
Se -5.41864 0.43360 2.60371
C 1.16766 1.02667 -3.58712
C 0.13429 1.13642 -4.76636
N -0.83231 0.03146 -4.67470
C -0.11648 -1.19977 -4.68268
C 0.86383 -1.30995 -3.47870
N 0.80355 -0.06129 -2.74224
C -0.55426 0.18037 -2.20524
C -1.52990 0.06210 -3.38462
H 1.14151 1.91761 -3.00857
H 2.11652 0.83731 -4.05299
H 0.66018 1.14423 -5.72415
H -0.44712 2.01274 -4.59767
H 0.46165 -1.17862 -5.61122
H -0.85084 -2.00147 -4.66402
H 1.92115 -1.48924 -3.70086
H 0.60346 -2.14310 -2.86726
H -0.54438 1.16359 -1.72243
H -0.72467 -0.59090 -1.40580
H -2.35165 0.79734 -3.32805
H -2.09556 -0.91778 -3.35004

3.
15
Properties=species:S:1:pos:R:3 method="wB97M-V/def2-TZVPD" homo_ev=-7.84 relative_energy_kcal_mol=20.4 homo_lumo_gap_ev=7.81 e_lumo_ev=-0.025 max_force_ev_per_a=4.933
C -1.02524 0.84503 -1.41542
C -1.14868 -0.15385 -0.50461
C 0.25492 1.33775 -1.58864
C 0.21569 -0.42684 0.17744
C 0.46547 -1.87643 0.71919
P 1.48201 0.60725 -0.64906
P 0.11795 0.67413 1.80322
H -1.89821 1.20608 -2.09339
H -1.99099 -0.54239 -0.11811
H 0.39216 2.20678 -2.32007
H 1.50116 -1.84218 0.98308
H 0.36071 -2.59009 -0.04611
H -0.24697 -2.04898 1.51973
H 0.10995 2.08419 1.40148
H 1.41006 0.51955 2.13128

4.
26
Properties=species:S:1:pos:R:3 method="wB97M-V/def2-TZVPD" homo_ev="-11.19 / -11.19" charge=+1 relative_energy_kcal_mol=81.7 homo_lumo_gap_ev="7.63 / 7.63" e_lumo_ev="-3.564 / -3.566" max_force_ev_per_a=5.281
C -1.62644 -1.92387 2.53795
C -0.79916 -0.15453 1.39514
C -0.03831 -1.30635 1.22523
C -0.60021 1.24923 0.82664
C 0.34655 0.02533 -1.17863
C 1.51471 -2.51841 -0.14259
C 0.43086 2.42379 -1.06445
N -0.56552 -2.35371 1.94420
N -1.86499 -0.56656 2.22852
N 1.00505 -1.30805 0.32899
N 0.51584 1.19783 -0.32589
O -1.83918 1.78045 0.46201
O -0.96816 -0.19738 -1.38047
H -2.44782 -2.60327 2.96566
H -0.16354 1.92440 1.53709
H 1.07543 -0.15907 -1.91009
H 1.69519 -3.09020 0.72726
H 0.98180 -3.07421 -0.84968
H 2.46506 -2.41341 -0.59984
H 0.51551 3.32223 -0.26942
H 1.09596 2.45228 -1.90172
H -0.54052 2.55466 -1.46734
H -2.70136 -0.01614 2.58675
H 1.33732 1.14231 0.23364
H -2.30461 1.24283 -0.17170
H -0.97501 -0.83943 -2.02175

5.
98
Properties=species:S:1:pos:R:3 method="wB97M-V/def2-TZVPD" homo_ev=-10.21 charge=+1 relative_energy_kcal_mol=20.1 homo_lumo_gap_ev=8.21 e_lumo_ev=-2.006 max_force_ev_per_a=3.461
Sr 1.30463 -0.32477 0.57093
C -4.09214 -3.30585 -0.03488
N -2.66777 -3.03446 0.14946
C -2.05960 -1.88130 0.41996
N -0.75041 -2.05876 0.45955
C -0.61697 -3.38375 0.17790
N -1.75269 -4.01423 0.00257
C -4.53723 -3.14771 -1.46673
C -4.97804 -4.23971 -2.19964
C -5.40984 -4.07300 -3.51041
C -5.40185 -2.81969 -4.09451
C -4.95555 -1.72251 -3.36074
C -4.52409 -1.88971 -2.05264
C -4.92058 -0.39839 -3.97507
N -5.23853 -0.05680 -5.17432
N -4.95613 1.29854 -5.28183
C -4.48841 1.66176 -4.13911
O -4.42255 0.63711 -3.25774
C -3.96977 2.96871 -3.74436
C -4.07380 4.03833 -4.62698
C -3.55525 5.27059 -4.26790
C -2.93777 5.43618 -3.03746
C -2.83842 4.36967 -2.15087
C -2.21761 4.61633 -0.79640
N -1.68421 3.41700 -0.16485
C -0.61976 2.68958 -0.50721
N -0.47906 1.67655 0.33007
C -1.51039 1.85568 1.19756
N -2.27897 2.88052 0.92011
C -3.35065 3.13216 -2.50808
H -4.63164 -2.62046 0.61868
H -4.26172 -4.32106 0.31565
H -2.58347 -0.94990 0.56089
H 0.33319 -3.88890 0.10660
H -4.98415 -5.22441 -1.74864
H -5.75167 -4.92843 -4.07694
H -5.73054 -2.67350 -5.11438
H -4.17225 -1.02684 -1.50027
H -4.55018 3.88653 -5.58574
H -3.62699 6.10598 -4.95101
H -2.53184 6.40351 -2.76468
H -2.95247 5.00543 -0.09320
H -1.41508 5.34973 -0.88119
H -0.01068 2.89055 -1.37494
H -1.69422 1.21543 2.04550
H -3.27041 2.28377 -1.83972
C 3.48235 -0.95345 5.84524
N 2.41243 -0.33738 5.06623
C 1.40233 0.37129 5.85272
P 2.13800 -0.73261 3.51502
O 1.18200 0.18953 2.84545
O 3.61601 -0.72242 2.88014
P 4.16330 -0.01861 1.50883
O 3.55274 -0.69665 0.34024
N 5.76928 -0.11819 1.77447
C 6.36014 -1.42593 2.07290
C 6.61052 0.69265 0.88392
N 3.66093 1.52983 1.58340
C 3.13042 2.31167 0.45601
C 3.97543 2.31944 2.77296
N 1.66019 -2.28691 3.18191
C 0.29704 -2.59234 3.65380
C 2.58486 -3.39652 3.43565
H 3.99838 -0.18274 6.41961
H 4.20878 -1.43094 5.19064
H 3.08826 -1.69790 6.54086
H 1.88512 1.16977 6.41806
H 0.90650 -0.30229 6.55529
H 0.66105 0.81206 5.19199
H 5.76360 -1.94757 2.81622
H 7.35477 -1.26402 2.48608
H 6.44607 -2.04646 1.17757
H 6.17615 1.68392 0.76105
H 6.72915 0.23248 -0.09973
H 7.59123 0.80501 1.34374
H 2.94802 1.70338 -0.43306
H 3.83606 3.09491 0.16971
H 2.19569 2.78697 0.76436
H 4.38448 1.68373 3.55616
H 3.06527 2.79232 3.14631
H 4.70787 3.09458 2.53696
H -0.38263 -1.78466 3.39197
H 0.27483 -2.75505 4.73644
H -0.04615 -3.50002 3.15956
H 3.57122 -3.16959 3.03892
H 2.20793 -4.28014 2.92226
H 2.66516 -3.62925 4.50200
F -1.62662 0.08803 -1.92457
C -0.49739 -0.10942 -2.69450
C 0.71475 -0.34480 -2.09396
C 1.74175 -0.51804 -2.98946
F 3.00906 -0.72665 -2.51221
C 1.61987 -0.48509 -4.36670
F 2.67136 -0.66039 -5.17677
C 0.37008 -0.25260 -4.91058
F 0.20348 -0.21041 -6.23236
C -0.70708 -0.05940 -4.06219
F -1.91641 0.17132 -4.59160

6.
149
Properties=species:S:1:pos:R:3 method="wB97M-V/def2-TZVPD" homo_ev=-10.31 charge=+1 relative_energy_kcal_mol=302.9 homo_lumo_gap_ev=3.65 e_lumo_ev=-6.667 max_force_ev_per_a=11.233
Li 24.36748 -20.04533 -16.99073
Li 20.34510 -20.88290 -16.36229
Li 15.73887 -18.12356 -15.68758
N 17.09577 -21.45766 -14.21871
S 16.00244 -22.79640 -14.12372
O 14.65894 -22.52192 -14.51543
O 16.20640 -23.98305 -13.35949
F 16.61289 -23.27422 -15.58195
S 17.12622 -21.46278 -12.70923
O 18.10029 -22.34832 -11.97329
O 15.92123 -21.05722 -12.05320
F 18.01868 -20.05603 -12.65109
N 21.39443 -17.18185 -17.18345
S 20.37064 -16.35964 -18.34349
O 20.80865 -15.16182 -19.08762
O 18.97836 -16.54055 -17.95115
F 20.46866 -17.54905 -19.50522
S 21.51630 -15.87417 -16.47356
O 20.33478 -15.24574 -15.87783
O 22.69390 -15.08692 -16.82923
F 22.07965 -16.64203 -15.16055
C 17.69748 -13.87206 -30.69170
O 18.88959 -14.48148 -30.23065
C 19.41484 -15.60895 -31.03434
C 20.46471 -16.35206 -30.20021
O 19.90141 -17.13619 -29.07128
C 20.72833 -17.11423 -27.90567
H 16.87555 -14.57291 -30.83785
H 17.82314 -13.37669 -31.65446
H 17.36223 -13.07638 -30.02642
H 19.91947 -15.06709 -31.83424
H 18.60912 -16.24054 -31.40851
H 21.26608 -15.67305 -29.90892
H 21.09590 -16.99868 -30.80978
H 20.21316 -17.67435 -27.12531
H 20.83035 -16.07234 -27.60208
H 21.60039 -17.68084 -28.23212
C 11.96232 -18.25545 -17.65065
O 12.58987 -17.40919 -16.63431
C 11.75127 -16.36635 -16.14578
C 12.56420 -15.26048 -15.67425
O 13.55710 -15.75450 -14.76246
C 13.90558 -14.80238 -13.76507
H 11.38858 -18.97525 -17.06687
H 12.73828 -18.86837 -18.10924
H 11.55935 -17.68166 -18.48521
H 11.12033 -16.73682 -15.33784
H 11.04188 -15.91069 -16.83660
H 11.84041 -14.58285 -15.22143
H 12.93371 -14.73318 -16.55375
H 14.37815 -13.91707 -14.19053
H 14.63507 -15.31623 -13.13905
H 13.08562 -14.40330 -13.16800
C 26.37041 -23.81108 -27.01251
O 25.03650 -23.89308 -26.74105
C 24.65394 -25.14810 -26.14418
C 23.13596 -25.27012 -25.84399
O 22.61585 -24.15262 -25.14577
C 21.23450 -24.07455 -24.97587
H 26.80907 -22.95228 -27.52058
H 26.65765 -24.62147 -27.68248
H 26.84567 -23.88963 -26.03473
H 25.34428 -25.39042 -25.33623
H 24.73741 -25.89427 -26.93435
H 22.97918 -26.20063 -25.29839
H 22.64251 -25.31704 -26.81477
H 20.63719 -24.22463 -25.87521
H 20.92019 -23.15369 -24.48463
H 20.92874 -24.92724 -24.36963
C 27.82608 -18.07413 -15.56271
O 27.25698 -18.63428 -16.73576
C 28.11086 -18.30297 -17.81312
C 27.92498 -19.44697 -18.88733
O 26.53896 -19.34478 -19.39326
C 26.39426 -19.99504 -20.64462
H 27.57705 -17.04162 -15.80770
H 28.87710 -18.33886 -15.44704
H 27.21662 -18.41949 -14.72762
H 29.14703 -18.49214 -17.53262
H 28.04324 -17.27342 -18.16461
H 28.07722 -20.32746 -18.26311
H 28.65229 -19.42725 -19.69895
H 25.57948 -19.44385 -21.11411
H 26.18136 -21.06328 -20.60442
H 27.16836 -19.75795 -21.37447
C 28.86013 -9.87104 -14.22203
O 29.04889 -8.45409 -14.44092
C 28.75525 -8.16336 -15.78798
C 29.80529 -7.18676 -16.21371
O 31.02535 -7.93296 -16.39784
C 32.21707 -7.08942 -16.30212
H 27.80816 -10.08748 -14.40808
H 29.06365 -10.29714 -13.23962
H 29.37696 -10.34999 -15.05364
H 27.75588 -7.72829 -15.79699
H 28.76616 -9.00111 -16.48523
H 29.98461 -6.44621 -15.43426
H 29.51738 -6.68741 -17.13884
H 32.12171 -6.18416 -16.90171
H 33.10403 -7.66112 -16.57517
H 32.35537 -6.78085 -15.26589
C 14.62836 -7.14040 -13.27619
O 15.27413 -6.61222 -12.15681
C 16.22999 -5.60834 -12.31311
C 17.52245 -6.00249 -13.14787
O 18.11310 -7.16725 -12.59655
C 19.24934 -7.57021 -13.34303
H 14.25495 -6.32978 -13.90194
H 13.77498 -7.77388 -13.03423
H 15.34560 -7.66120 -13.91056
H 16.45798 -5.24989 -11.30930
H 15.80450 -4.71255 -12.76547
H 18.19171 -5.15679 -13.30592
H 17.09219 -6.28518 -14.10863
H 20.10772 -6.89844 -13.34124
H 18.79205 -7.76946 -14.31220
H 19.45420 -8.57633 -12.97717
C 14.38627 -13.78024 -24.00562
O 13.00660 -13.55292 -23.57198
C 12.65377 -12.15466 -23.44483
C 11.20445 -12.08988 -23.01999
O 11.14304 -12.29954 -21.61632
C 10.33659 -11.51850 -20.72603
H 15.13556 -13.12277 -23.56471
H 14.59079 -13.83861 -25.07467
H 14.65207 -14.80252 -23.73657
H 12.78267 -11.62644 -24.38953
H 13.37141 -11.86475 -22.67735
H 10.69047 -12.89780 -23.54075
H 10.85563 -11.13230 -23.40661
H 10.36511 -10.46192 -20.99234
H 10.61914 -11.64765 -19.68124
H 9.30150 -11.82959 -20.86712
C 22.05266 -4.43757 -20.36035
O 23.16917 -5.19568 -20.76875
C 23.69177 -4.86106 -22.13175
C 22.74718 -5.44280 -23.23465
O 22.64987 -6.89153 -23.34892
C 21.95746 -7.58099 -22.27657
H 22.14623 -3.42362 -20.74927
H 22.00402 -4.43152 -19.27146
H 21.07785 -4.80752 -20.67813
H 24.66085 -5.35972 -22.14994
H 23.90780 -3.80577 -22.29843
H 23.15649 -5.26852 -24.22974
H 21.77713 -4.94632 -23.25961
H 21.02798 -7.01200 -22.25624
H 22.48195 -7.61930 -21.32182
H 21.80734 -8.55430 -22.74373

7.
16
Properties=species:S:1:pos:R:3 method="wB97M-V/def2-TZVPD" homo_ev=-8.17 relative_energy_kcal_mol=95.3 homo_lumo_gap_ev=7.77 e_lumo_ev=-0.399 max_force_ev_per_a=0.453
C 2.18180 -0.45746 -0.46048
N 1.19183 0.43299 0.12203
C -2.40647 0.74669 0.57684
C -1.15087 1.37177 0.04553
C -0.16286 0.26211 -0.38254
C -0.87166 -0.96018 0.14194
C -2.03409 -0.64910 0.76096
H 1.94578 -1.53308 -0.38427
H 2.30133 -0.21626 -1.52289
H 3.14634 -0.28853 0.02781
H 1.18395 0.33556 1.13369
H -0.72682 1.96135 0.87313
H -1.36267 2.10246 -0.74336
H -0.10186 0.23107 -1.47936
H -0.45884 -1.96360 0.03534
H -2.67489 -1.37579 1.25563

8.
11
Properties=species:S:1:pos:R:3 method="wB97M-V/def2-TZVPD" homo_ev=-8.95 relative_energy_kcal_mol=78.9 homo_lumo_gap_ev=7.57 e_lumo_ev=-1.382 max_force_ev_per_a=1.835 smiles="C#CN=[S@](C)(=O)I"
C -0.65415 3.11334 -0.26330
C -0.55476 1.91395 -0.29532
C -0.20163 -1.94820 -0.12215
N -0.46383 0.61122 -0.39445
O 0.42887 -0.29189 1.86911
S 0.40558 -0.34183 0.43495
I 2.78298 -0.48558 -0.30902
H -0.78087 4.15201 -0.25150
H 0.40665 -2.72258 0.33228
H -1.23316 -2.02867 0.20280
H -0.13567 -1.97178 -1.20340